Molecular formula: C67H204N29O18P9
Method: DFT, ωB97M-V/def2-TZVPD

Calculated values
E_tot: -236466.240 eV
E_LUMO: 0.24 eV
Highest occupied orbital energy: -0.2910 Eh
Relative energy (zero: lowest compared OMol25 entry of this formula, charge and spin): 5.11 kcal/mol
Kohn-Sham gap: 8.2 eV

The geometry in XYZ format:
```
327
Properties=species:S:1:pos:R:3:forces:R:3
C -23.371837 -1.845386 27.607565 0.30 0.24 0.11
C -23.765894 -2.174473 29.014977 -1.13 -0.62 1.22
O -22.951007 -2.165107 29.931258 0.13 0.00 -0.11
N -25.092195 -2.478591 29.268882 1.51 0.01 -1.13
C -25.644868 -2.778987 30.576748 0.79 1.03 0.33
H -24.175745 -1.862048 26.873592 0.06 0.05 0.05
H -22.550386 -2.483559 27.302036 -0.05 -0.53 -0.07
H -22.872247 -0.879423 27.657560 -0.34 0.33 -0.15
H -25.644542 -2.442958 28.436880 -0.67 -0.13 0.03
H -24.815478 -2.610736 31.279432 -0.21 -0.36 -0.15
H -26.038397 -3.794918 30.705912 0.05 0.32 -0.27
H -26.352678 -1.979761 30.814999 -0.39 -0.50 0.09
C -21.568918 -4.044256 20.698212 0.35 0.64 -0.41
C -20.717801 -3.375206 19.629284 -0.07 -0.18 -0.72
O -19.919264 -2.514456 19.945682 0.30 0.10 -0.34
N -20.912254 -3.821040 18.331523 0.38 0.76 2.13
C -20.085443 -3.455821 17.178999 -1.46 -0.14 0.61
H -22.215089 -3.276768 21.120302 -0.19 -0.10 0.02
H -20.865704 -4.335222 21.478719 -0.18 -0.33 0.02
H -22.169778 -4.860683 20.314016 -0.04 -0.21 0.20
H -21.641276 -4.502449 18.323124 -0.06 -0.35 -0.89
H -19.133715 -3.068821 17.519036 0.25 -0.37 0.05
H -20.573626 -2.662357 16.615587 0.01 0.03 -0.19
H -20.073339 -4.368617 16.597256 0.71 0.12 -0.47
O -18.859924 -13.704753 24.102503 -0.07 -0.03 -0.72
P -20.304927 -13.767678 24.380414 -0.36 0.54 -0.24
N -20.705618 -14.495458 25.830044 0.71 -1.40 0.78
C -20.098604 -13.973480 27.086057 -1.13 0.70 -0.59
C -20.775525 -15.994349 25.892109 0.16 0.43 -0.34
N -21.248363 -14.597927 23.258887 -1.08 -0.55 -0.04
C -20.987762 -14.613444 21.821664 0.48 -0.33 0.48
C -22.675203 -14.921121 23.494785 0.63 0.19 0.53
N -20.951367 -12.215227 24.483151 -0.71 -0.89 0.77
C -22.351845 -12.059485 24.971331 1.84 0.83 0.93
C -20.556988 -11.164438 23.581374 -0.58 0.64 0.01
H -19.082308 -14.257887 27.355608 0.13 -0.42 -0.51
H -20.786342 -14.282399 27.876405 0.20 0.11 0.18
H -20.122014 -12.887921 27.023670 0.09 0.09 0.08
H -19.997902 -16.567415 25.383594 0.34 0.54 -0.36
H -21.707519 -16.308910 25.453800 -0.35 -0.34 0.13
H -20.684532 -16.345991 26.920058 -0.41 0.39 0.10
H -20.011889 -14.173511 21.640392 0.14 -0.30 -0.21
H -21.064137 -15.654694 21.497885 0.48 -0.02 -0.21
H -21.723253 -14.095539 21.204019 -0.24 0.49 0.34
H -22.966492 -15.874177 23.042333 0.33 0.00 -0.11
H -22.868740 -15.006055 24.560746 -0.09 0.15 0.01
H -23.331812 -14.153971 23.087785 -0.07 0.15 -0.11
H -22.469591 -12.738043 25.810422 -0.37 -0.16 -0.11
H -22.335265 -11.049435 25.391029 -0.45 0.07 0.09
H -23.173070 -12.116714 24.270243 0.01 -0.30 -0.59
H -21.237232 -11.138507 22.721293 0.21 -0.07 -0.40
H -19.521731 -11.165474 23.263311 0.05 -0.50 0.07
H -20.720929 -10.200505 24.077227 0.07 0.04 0.17
O -16.837789 -9.069638 19.382991 -0.88 -0.98 -0.09
P -17.864149 -10.023458 19.901131 0.73 -0.04 0.15
N -18.696221 -9.462198 21.245163 -1.85 -0.38 -0.67
C -17.969109 -9.164798 22.472475 0.66 -1.01 -1.17
C -19.885001 -8.607581 21.066122 0.86 0.91 -0.36
N -17.161080 -11.496141 20.333576 -0.53 1.50 0.00
C -17.875646 -12.551522 21.020958 -0.10 0.00 0.32
C -16.124546 -11.907557 19.402582 1.19 -0.99 1.07
N -19.028941 -10.480843 18.789422 -1.25 -0.19 0.03
C -20.237048 -11.185109 19.201361 -0.40 0.78 1.42
C -18.818643 -10.418159 17.364205 0.59 1.09 0.03
H -17.313378 -10.030322 22.591743 0.23 0.33 0.60
H -18.658211 -9.098417 23.306790 0.08 0.24 0.11
H -17.371605 -8.277701 22.279514 0.12 0.25 0.64
H -19.659502 -7.605013 21.457669 0.05 -0.11 0.22
H -20.806499 -8.927547 21.560495 0.18 -0.48 0.01
H -20.075201 -8.387955 20.015740 -0.16 -0.45 -0.12
H -18.519525 -13.204015 20.422676 0.26 0.01 -0.64
H -17.142165 -13.177205 21.525533 -0.12 -0.11 0.23
H -18.567459 -12.149431 21.760314 0.38 0.17 0.19
H -16.161017 -11.589893 18.359941 -0.53 0.09 0.12
H -15.142919 -11.624994 19.800054 -0.03 0.33 -0.24
H -16.100974 -12.994215 19.484007 -0.05 -0.16 -0.58
H -20.547222 -12.042129 18.603030 0.51 -0.04 -0.16
H -20.185484 -11.455266 20.262316 0.39 -0.48 -0.24
H -21.093570 -10.509603 19.276065 -0.23 0.26 -0.68
H -17.897070 -9.832046 17.276272 -0.03 -0.31 -0.61
H -19.600387 -9.871373 16.824118 -0.15 0.08 0.24
H -18.751242 -11.395451 16.885615 0.27 -0.19 0.16
O -25.787941 -5.157840 23.229129 0.74 -2.05 0.98
P -25.467131 -6.518728 23.840401 -0.67 1.68 -1.52
N -26.848301 -7.465617 23.870511 0.94 -0.23 1.01
C -27.163356 -8.561626 22.958576 0.80 0.90 0.35
C -27.893013 -7.170409 24.845961 0.06 -0.05 0.01
N -24.949090 -6.405728 25.392995 0.83 1.09 1.29
C -25.182958 -7.389168 26.434118 0.26 -0.40 -0.81
C -24.186908 -5.201642 25.883543 -1.10 -0.49 -0.19
N -24.261423 -7.292954 22.967639 -0.16 0.03 0.47
C -23.629470 -8.516094 23.432906 -0.55 -0.39 -0.67
C -23.953296 -7.012228 21.576260 -0.90 0.60 0.28
H -27.431453 -9.432272 23.546411 -0.21 -0.32 -0.10
H -26.278676 -8.775324 22.361986 -0.05 -0.14 -0.07
H -27.958154 -8.242805 22.297652 -0.39 -0.23 -0.24
H -28.231782 -8.066380 25.367211 -0.02 -0.38 -0.24
H -28.740538 -6.722415 24.341245 -0.33 0.21 0.03
H -27.565919 -6.529367 25.664521 0.22 0.33 -0.40
H -25.838758 -7.063971 27.249888 -0.01 0.23 -0.18
H -25.635566 -8.228305 25.913041 -0.10 -0.42 0.49
H -24.212228 -7.678628 26.833366 0.01 -0.25 0.28
H -24.143371 -4.507262 25.049291 -0.05 0.28 0.37
H -24.728745 -4.821267 26.758836 -0.41 0.43 -0.38
H -23.194246 -5.328045 26.325941 0.26 -0.96 -0.65
H -23.839308 -8.735352 24.472605 0.38 0.28 0.31
H -24.036092 -9.372953 22.879423 -0.02 -0.12 -0.09
H -22.565143 -8.492793 23.176132 0.00 0.06 0.52
H -24.275753 -5.992108 21.377990 0.19 0.10 -0.19
H -24.523916 -7.661965 20.912574 0.16 -0.27 -0.26
H -22.883516 -7.118734 21.399350 0.05 -0.01 0.00
O -21.277451 -8.133525 27.069347 1.55 1.73 -0.13
P -20.213994 -7.022011 27.159813 -1.55 -1.27 -0.38
N -20.498672 -5.842659 26.022001 -0.02 0.75 -0.72
C -20.906258 -6.246329 24.652541 -0.70 0.62 0.87
C -19.635091 -4.626894 25.972620 -0.51 -0.78 0.37
N -18.728081 -7.633558 26.875165 1.50 -0.15 0.74
C -17.450496 -6.879421 27.000394 -0.67 0.50 -0.34
C -18.551997 -9.025786 26.513353 0.09 -0.37 -0.17
N -20.103934 -6.215759 28.599635 -0.70 0.11 0.75
C -21.100806 -5.188999 28.987292 0.56 0.09 -0.52
C -19.632277 -6.938399 29.820606 0.67 1.25 -1.16
H -21.706524 -6.980626 24.715449 0.47 -0.56 -0.01
H -20.052459 -6.499338 24.027723 0.08 -0.50 -0.07
H -21.422307 -5.416028 24.145252 0.31 0.25 0.29
H -19.489109 -4.276137 26.993006 -0.09 0.37 -0.10
H -20.210239 -3.938656 25.355460 0.26 0.45 0.24
H -18.629478 -4.760459 25.553840 -0.24 -0.21 -0.22
H -16.947918 -6.857400 26.033534 0.06 -0.05 -0.13
H -17.627032 -5.840481 27.278378 -0.18 -0.06 -0.04
H -16.727494 -7.259694 27.726014 -0.32 -0.54 0.16
H -17.488504 -9.255622 26.563842 -0.08 -0.12 0.13
H -19.120895 -9.685560 27.162386 0.06 -0.10 0.08
H -18.856923 -9.240180 25.489737 -0.08 0.04 -0.15
H -22.071299 -5.587875 29.288830 -0.01 -0.17 -0.14
H -20.700015 -4.601052 29.813323 0.08 -0.17 0.08
H -21.196690 -4.469333 28.176680 -0.35 -0.13 -0.07
H -19.375688 -6.082172 30.452223 -0.06 -0.54 0.58
H -18.690580 -7.432397 29.585055 -0.18 -0.33 0.03
H -20.356175 -7.610017 30.274543 -0.13 0.00 0.02
O -16.174445 -3.636733 25.521626 0.36 -0.28 -0.64
P -15.976944 -3.661714 24.041184 -0.69 0.42 0.68
N -17.347577 -4.055196 23.184230 -0.60 0.00 -1.08
C -17.662996 -5.372953 22.601542 1.32 0.46 0.17
C -18.474846 -3.123043 22.987277 0.68 0.67 0.78
N -14.776821 -4.679606 23.556394 1.05 -1.22 0.55
C -14.315537 -5.800144 24.409356 0.22 0.58 0.37
C -14.045715 -4.512335 22.292597 -0.81 0.66 0.27
N -15.563940 -2.158357 23.496120 0.67 1.24 -0.17
C -14.634266 -1.326453 24.312192 -0.44 -1.04 0.29
C -15.717951 -1.597414 22.158924 -0.68 -0.92 -0.29
H -16.907769 -5.757333 21.903417 0.07 0.36 0.00
H -18.572451 -5.215639 22.035728 -0.31 -0.51 0.08
H -17.708158 -6.123095 23.382081 -0.63 -0.31 0.15
H -18.235386 -2.186511 23.505282 -0.09 -0.08 -0.17
H -19.412157 -3.473710 23.429051 0.15 -0.29 0.02
H -18.665622 -2.898528 21.937365 0.12 -0.09 -0.08
H -14.785783 -5.737255 25.390132 -0.49 -0.17 -0.23
H -14.421522 -6.785710 23.956740 -0.52 -0.01 -0.14
H -13.258571 -5.742075 24.681240 0.27 0.46 -0.39
H -13.496699 -5.422880 22.093432 -0.13 -0.18 -0.34
H -14.776281 -4.257049 21.529782 -0.03 -0.52 -0.51
H -13.347368 -3.668703 22.230782 0.14 -0.06 0.69
H -14.412740 -0.441533 23.718026 0.00 0.11 0.45
H -15.061042 -1.135438 25.298107 -0.31 0.49 -0.23
H -13.705425 -1.835027 24.580956 0.22 -0.19 -0.51
H -16.478008 -2.138640 21.594375 -0.27 0.08 0.23
H -14.846885 -1.703043 21.516710 0.58 0.23 0.18
H -16.014302 -0.551214 22.226061 0.01 0.02 -0.06
O -26.646718 -8.860354 31.735235 -0.35 -0.63 0.20
P -26.924237 -7.482364 31.337221 -0.84 1.29 -0.44
N -27.681802 -7.363764 29.820691 -0.21 0.68 -0.03
C -28.802777 -8.263885 29.547246 1.36 -1.15 0.01
C -27.928777 -6.010451 29.272101 0.63 -1.11 -0.49
N -25.618360 -6.453631 31.202111 1.44 -0.23 0.75
C -24.896160 -6.105386 32.463138 -1.59 0.65 -0.01
C -24.616770 -6.524645 30.113630 -1.53 -0.22 -0.76
N -27.986770 -6.676232 32.394701 0.45 0.18 -0.18
C -28.320430 -5.252345 32.313420 0.20 -0.85 -0.85
C -28.999242 -7.454140 33.072680 0.54 -0.13 0.54
H -28.483569 -9.287283 29.769356 0.14 0.06 -0.11
H -28.940673 -8.207731 28.468773 -0.65 -0.04 0.04
H -29.705592 -8.164277 30.143193 -0.32 0.77 -0.10
H -28.152999 -6.109444 28.206493 -0.02 -0.15 -0.07
H -26.968821 -5.513208 29.322216 -0.12 0.72 0.18
H -28.765582 -5.454594 29.692186 0.12 0.05 0.38
H -25.676603 -5.863140 33.184670 0.15 0.05 0.25
H -24.248033 -6.847188 32.934073 0.05 -0.29 -0.61
H -24.360533 -5.180115 32.259003 0.30 -0.04 0.07
H -23.674106 -7.023559 30.351453 -0.17 0.06 0.38
H -25.059129 -7.040190 29.253273 0.15 -0.05 0.20
H -24.470256 -5.496129 29.790685 0.55 0.17 -0.04
H -27.608944 -4.809902 31.625277 0.21 0.48 0.40
H -29.293933 -5.110238 31.825765 -0.12 0.01 0.32
H -28.327306 -4.796600 33.306183 0.11 0.09 -0.10
H -29.956259 -7.551368 32.552031 0.02 0.12 -0.30
H -29.200659 -6.945298 34.024526 -0.04 -0.41 0.06
H -28.563373 -8.440546 33.221706 -0.35 -0.11 0.32
O -15.601735 -12.072229 31.717866 -0.51 -0.45 0.37
P -16.780512 -12.099076 32.640044 -0.08 -0.66 0.28
N -18.133222 -12.841573 31.957786 0.48 0.69 0.15
C -17.876547 -14.101666 31.279281 -0.22 0.68 -1.00
C -19.524946 -12.715211 32.415205 1.00 0.02 0.09
N -17.299854 -10.612386 33.149979 0.15 0.92 0.71
C -16.403155 -9.854753 34.090188 -0.55 -1.54 -0.17
C -17.938214 -9.687613 32.203755 -0.18 0.22 0.06
N -16.414404 -12.960790 34.057674 -1.07 0.80 -0.98
C -15.424495 -14.015248 34.059849 0.89 1.32 0.30
C -17.466220 -13.111573 35.060207 0.53 -0.12 0.08
H -16.921373 -14.066454 30.763075 0.38 -0.17 0.46
H -18.568879 -14.193256 30.437102 -0.35 -0.14 0.16
H -17.995654 -14.959726 31.932754 0.16 -0.28 0.15
H -19.846382 -13.695860 32.761185 -0.33 -0.07 0.01
H -20.118624 -12.380019 31.572606 -0.41 -0.01 -0.01
H -19.617794 -12.018175 33.246172 0.03 0.13 -0.12
H -16.176282 -10.537815 34.905702 0.31 0.08 0.09
H -15.475702 -9.533389 33.619744 0.01 0.17 -0.09
H -16.962086 -9.031069 34.514785 -0.06 0.22 -0.18
H -18.164306 -8.749018 32.717478 0.02 -0.16 0.24
H -17.290355 -9.391671 31.373068 -0.15 -0.50 -0.13
H -18.910053 -10.050812 31.884848 0.04 -0.23 -0.37
H -15.180845 -14.045565 35.123192 0.45 -0.87 -0.10
H -15.690568 -14.983314 33.635893 -0.32 -0.06 0.11
H -14.551551 -13.613140 33.535576 -0.03 -0.39 -0.01
H -18.241033 -13.844759 34.848410 -0.26 -0.11 -0.55
H -17.927438 -12.148487 35.262904 -0.06 0.00 0.15
H -16.982380 -13.519903 35.949317 -0.03 0.39 0.26
O -20.596614 -5.982515 36.700432 -0.20 0.58 -0.43
P -19.649594 -5.036134 36.071688 0.54 0.09 -0.53
N -19.842912 -3.458630 36.655393 -0.77 -1.05 0.66
C -21.240596 -3.071247 36.921699 -0.09 0.48 0.56
C -18.983907 -2.378875 36.256801 0.46 0.48 -0.21
N -19.822130 -4.855451 34.396953 2.07 -0.31 0.03
C -21.051527 -5.072375 33.658247 1.00 -0.08 0.23
C -18.744168 -4.278451 33.567000 0.36 0.52 0.74
N -18.007873 -5.429500 36.336722 -1.03 0.72 1.75
C -17.287373 -6.387963 35.542686 0.44 0.44 -0.32
C -17.582158 -5.533064 37.776920 0.42 0.54 -0.78
H -21.234299 -1.986445 37.061831 -0.16 -0.05 -0.35
H -21.681421 -3.439960 37.848777 0.60 -0.45 0.21
H -21.997466 -3.355434 36.184726 0.41 0.14 -0.52
H -19.033093 -1.577467 37.004294 0.18 -0.19 -0.03
H -19.178482 -1.897971 35.285632 -0.49 -0.25 -0.03
H -17.966587 -2.743141 36.167910 0.26 -0.03 0.29
H -21.282520 -4.114100 33.187349 -0.90 0.04 0.28
H -20.871810 -5.750636 32.823900 -0.07 -0.41 0.00
H -21.736366 -5.520220 34.373069 -0.62 0.30 -0.37
H -18.384567 -4.932515 32.774243 -0.43 -0.21 -0.32
H -18.999181 -3.294601 33.163281 -0.56 -0.18 -0.35
H -17.819435 -4.026962 34.099670 -0.32 -0.39 0.52
H -17.658892 -6.284125 34.536331 0.02 -0.66 -0.43
H -16.230842 -6.111491 35.537438 0.11 0.22 -0.17
H -17.272619 -7.406988 35.930830 -0.68 -0.18 -0.05
H -17.630653 -4.587502 38.320239 -0.27 0.09 -0.30
H -16.524402 -5.782525 37.697399 0.08 -0.02 0.28
H -18.057846 -6.291623 38.400784 -0.37 -0.18 -0.44
O -13.974639 -4.707775 32.100640 0.24 0.76 0.48
P -14.735622 -4.784750 30.852179 -1.29 0.09 -1.34
N -16.232013 -3.945318 30.868098 0.33 -1.32 -0.95
C -17.103850 -4.040039 29.652759 -0.22 -0.23 1.29
C -16.381760 -2.688711 31.548093 0.35 -0.02 1.33
N -15.193969 -6.325798 30.402040 0.98 -0.35 0.05
C -16.288958 -7.008542 31.064093 -0.50 0.13 -0.86
C -14.113556 -7.309162 30.002647 -1.98 1.33 -0.10
N -13.904954 -4.245631 29.492282 0.77 1.24 0.56
C -13.161247 -2.951695 29.609485 -0.10 -1.26 1.12
C -14.258768 -4.492729 28.118694 -0.69 -0.70 -0.15
H -18.057961 -3.596989 29.957981 0.14 0.39 -0.39
H -17.394858 -5.064527 29.420394 0.50 -0.21 0.02
H -16.698995 -3.584562 28.753361 0.01 0.29 -0.06
H -17.450512 -2.550313 31.676880 -0.14 0.60 -0.20
H -15.875938 -1.819778 31.107480 -0.32 -0.05 -0.39
H -15.985417 -2.742358 32.572788 0.11 -0.24 -0.24
H -17.073995 -6.289450 31.305996 0.08 -0.13 0.17
H -16.686371 -7.706952 30.312210 -0.14 0.07 0.21
H -16.058621 -7.627226 31.933666 0.46 0.32 0.23
H -13.462693 -7.563809 30.832360 0.13 -0.15 0.03
H -14.735579 -8.123574 29.637051 0.61 -0.53 0.07
H -13.603683 -6.884938 29.150735 0.52 -0.02 -0.03
H -13.008901 -2.754756 30.674338 -0.17 0.18 -0.08
H -12.151593 -3.059326 29.216415 -0.03 0.02 -0.43
H -13.687010 -2.119657 29.138200 -0.05 -0.08 -0.09
H -14.698285 -3.629522 27.610685 0.27 0.10 -0.01
H -15.025394 -5.264614 28.053351 0.04 -0.14 0.03
H -13.383834 -4.859138 27.585369 0.16 0.13 -0.34
C -19.853371 -0.910406 29.062018 -0.07 0.26 -1.67
O -20.237123 -2.195451 29.515623 0.27 0.35 0.34
H -19.710919 -0.911976 27.972700 -0.41 -0.30 -0.28
H -20.622044 -0.159019 29.227495 -0.01 0.14 0.45
H -18.862212 -0.506819 29.308190 -0.24 -0.60 1.22
H -21.211319 -2.194871 29.675418 0.56 0.18 -0.04
C -15.575271 -11.119096 24.661479 -0.91 1.05 -1.13
O -15.657975 -9.673751 24.793589 0.23 -0.88 0.23
H -16.581342 -11.531917 24.559693 -0.23 0.01 0.27
H -15.134850 -11.293010 23.677731 0.42 -0.22 0.20
H -15.082373 -11.688890 25.438501 0.44 0.37 0.33
H -15.362640 -9.404360 25.682209 -0.04 -0.34 0.02
C -22.567201 -10.181089 32.503586 0.18 1.04 0.83
O -21.801326 -9.196300 31.861965 0.39 0.56 -1.17
H -22.148416 -11.175638 32.355362 -0.20 -0.25 0.08
H -22.459080 -9.835370 33.534707 -0.25 -0.86 0.32
H -23.627459 -10.114300 32.265834 -0.12 -0.28 -0.27
H -21.903721 -9.252147 30.888213 0.03 -0.21 0.23
C -13.231284 -9.355244 27.242550 -1.29 -0.08 -0.03
O -14.713566 -9.292307 27.355448 1.92 -0.08 0.18
H -12.962372 -8.793296 26.348956 -0.13 -0.01 0.04
H -12.695504 -8.938750 28.092286 -0.37 0.33 0.25
H -12.849335 -10.370779 27.142122 -0.36 -0.21 -0.17
H -15.016735 -9.824548 28.125920 0.18 0.00 -0.19
C -16.768073 -11.788515 28.602513 0.44 0.99 -0.64
O -15.911959 -10.888140 29.296906 0.25 -0.05 0.02
H -16.366790 -12.801538 28.543036 -0.19 -0.09 0.35
H -17.776201 -11.699763 28.995222 -0.25 -0.51 0.20
H -16.797321 -11.409094 27.575384 -0.12 -0.16 0.01
H -15.693746 -11.257191 30.180916 -0.10 -0.06 -0.04
C -20.956504 -10.846671 28.996827 -0.21 1.91 1.23
O -21.790355 -9.686127 29.165159 -0.95 -0.50 -0.04
H -21.103693 -11.389545 29.931848 -0.01 -0.42 -0.31
H -21.128081 -11.455441 28.118786 -0.25 0.10 -0.19
H -19.967275 -10.416343 29.044963 0.87 -0.61 -0.36
H -21.718155 -9.027650 28.437594 0.43 -0.43 -0.31
C -23.962876 -2.557620 23.288566 0.40 0.24 -0.18
O -24.643842 -3.092056 22.186392 0.23 0.19 0.01
H -24.652852 -2.258030 24.077568 -0.04 -0.05 0.29
H -23.198912 -3.239366 23.681778 -0.11 -0.22 0.19
H -23.390372 -1.672391 23.009325 -0.19 0.16 -0.30
H -25.125240 -3.872003 22.545756 0.01 0.06 -0.28
```
Forces are in eV/Å.